No. 1
Formula: C30H57Br9HgN3O3
Source: the Open Molecules 2025 dataset
Level of theory: wB97M-V/def2-TZVPD

Results
LUMO, eV: 0.6387
Charge: -1
Orbital gap, eV: 3.8
Molar mass, g mol⁻¹: 1427.5

Structure (XYZ):
```
103
Properties=species:S:1:pos:R:3:lowdin_charge:R:1
Hg 0.47 0.97 0.84 1.28
Br -4.12 -7.27 -3.63 0.53
Br -6.61 -2.03 -1.95 0.47
Br -3.83 -4.61 -1.90 0.54
Br -6.13 -5.23 1.06 0.50
Br -6.34 -7.69 3.34 0.48
Br -4.11 -5.17 3.39 0.61
Br -5.46 -4.62 -4.68 0.49
Br -7.45 0.67 -4.02 0.48
Br -5.12 0.85 -1.79 0.63
O -1.47 0.51 1.98 -0.32
O 1.87 2.96 0.32 -0.30
O 1.83 0.45 -1.20 -0.36
N 3.03 0.26 -2.01 -0.13
N -1.23 -0.72 1.34 -0.27
N 0.90 3.32 1.30 -0.26
C 1.64 3.48 2.63 -0.47
C 3.82 -1.82 -0.73 -0.06
C -6.87 0.00 -2.19 -1.37
C -1.26 4.30 1.92 -0.16
C -3.33 -1.48 0.30 -0.06
C 5.07 -1.19 -3.60 -0.21
C -0.76 -3.31 0.07 -0.20
C 0.57 -1.30 3.11 -0.05
C -1.95 0.29 -0.97 -0.08
C -1.09 -2.03 -0.78 -0.14
C 0.48 3.64 3.57 -0.18
C -0.73 4.56 3.35 -0.17
C 2.67 -0.04 -3.45 -0.46
C 2.35 2.18 3.19 -0.04
C -0.65 -1.80 2.19 -0.40
C -0.88 3.77 -0.45 -0.04
C -5.92 -5.72 2.96 -1.49
C 0.12 -2.87 1.19 -0.13
C 0.22 5.75 0.60 -0.05
C -1.88 -0.98 0.01 -0.45
C 2.12 1.32 -4.11 -0.04
C -5.05 -5.65 -3.03 -1.50
C 5.44 -0.70 -2.19 -0.15
C 2.75 4.51 2.66 -0.05
C 4.03 -0.26 -4.20 -0.16
C 4.13 -0.52 -1.32 -0.49
C 1.77 -1.22 -3.70 -0.05
C 4.66 0.51 -0.26 -0.05
C -1.64 -2.61 3.06 -0.08
C -0.12 4.30 0.86 -0.48
H -1.89 3.41 1.83 0.11
H 6.15 -1.37 -1.71 0.11
H 3.68 4.25 2.14 0.08
H 2.85 -1.83 -0.22 0.05
H 1.09 -2.50 0.85 0.09
H 1.76 1.21 -5.13 0.06
H 0.36 -3.82 1.66 0.11
H 4.51 0.71 -4.30 0.11
H -2.07 -3.47 2.54 0.00
H -2.48 1.10 -0.46 0.04
H 1.94 1.25 2.80 0.02
H -6.03 -5.77 -2.56 -0.02
H 3.07 4.61 3.70 0.07
H -0.03 2.72 3.83 0.12
H -2.43 -1.92 3.35 0.08
H 0.26 -0.39 3.62 0.06
H -1.92 4.06 -0.60 0.08
H -1.70 -3.78 0.35 0.08
H 6.04 0.20 -2.36 0.10
H -1.94 5.15 1.86 0.11
H 3.89 -2.60 -1.49 0.08
H 2.79 2.17 -4.00 0.07
H 1.26 -1.11 -4.65 0.07
H -3.47 -2.28 1.02 0.06
H 5.98 -1.30 -4.19 0.10
H 0.73 -2.07 3.88 0.07
H -1.59 -2.18 -1.74 0.11
H -0.11 -1.60 -0.99 0.08
H 1.15 5.83 0.02 0.08
H 3.77 -0.66 -5.18 0.11
H 1.09 -1.31 -2.85 0.05
H 3.86 0.85 0.40 0.05
H 5.35 -0.01 0.41 0.06
H 0.51 6.19 1.56 0.06
H 1.48 -1.12 2.55 0.05
H -0.23 -4.07 -0.50 0.11
H -3.82 -1.98 -0.54 0.00
H -1.34 -3.02 4.02 0.07
H 5.21 1.34 -0.69 0.08
H -0.29 3.92 -1.35 0.08
H 3.42 2.18 2.95 0.07
H -6.65 -5.20 3.57 -0.03
H 0.89 4.12 4.47 0.11
H -0.47 6.34 0.00 0.08
H -1.58 4.38 4.01 0.11
H -3.99 -0.62 0.44 0.05
H 2.58 5.58 2.53 0.07
H -2.60 0.06 -1.81 0.02
H 2.23 -2.22 -3.71 0.07
H -1.04 2.70 -0.39 0.01
H -0.95 0.56 -1.30 0.06
H 2.30 2.09 4.27 0.08
H -7.52 0.42 -1.42 -0.03
H 4.45 -2.09 0.11 0.08
H -0.39 5.60 3.42 0.09
H 4.67 -2.20 -3.50 0.09
H 1.24 1.73 -3.61 0.06
```

***

No. 2
Formula: C3H7ClCrNO
Source: the Open Molecules 2025 dataset
Level of theory: wB97M-V/def2-TZVPD

Results
LUMO (alpha / beta), eV: -3.7404 / -8.8218
Charge: +1
Orbital gap (alpha / beta), eV: 4.6 / 7.6
Spin multiplicity: 9
Molar mass, g mol⁻¹: 160.5
⟨S²⟩: 20.008

Structure (XYZ):
```
14
Properties=species:S:1:pos:R:3:lowdin_charge:R:1
Cr -5.10 -0.54 -2.28 -0.02
Cl -2.80 -0.55 -1.11 0.21
O 2.34 0.54 0.35 0.36
N 0.22 -0.14 0.65 0.07
C 1.20 0.30 -0.08 -0.40
C 0.94 0.64 -1.57 0.09
C 0.30 -0.45 2.08 0.00
H 0.98 -1.29 2.24 0.11
H 0.51 1.63 -1.48 0.12
H -0.69 -0.70 2.44 0.10
H -0.72 -0.26 0.27 0.05
H 0.26 -0.14 -1.93 0.09
H 1.81 0.58 -2.22 0.11
H 0.74 0.37 2.65 0.11
```

***

No. 3
Formula: C5H7N
Source: the Open Molecules 2025 dataset
Level of theory: wB97M-V/def2-TZVPD

Results
LUMO, eV: 1.1264
Charge: 0
Orbital gap, eV: 10.1
Molar mass, g mol⁻¹: 81.1

Structure (XYZ):
```
13
Properties=species:S:1:pos:R:3:lowdin_charge:R:1
N 1.00 0.48 -0.92 0.02
C 0.74 -0.53 0.91 -0.08
C -1.10 -0.64 -0.37 -0.09
C 0.22 0.86 0.39 -0.26
C 0.40 -0.74 -0.55 -0.41
C -1.33 0.58 0.14 -0.03
H 0.80 1.20 -1.64 0.11
H 0.65 -1.74 -0.98 0.14
H -2.27 1.28 0.00 0.13
H -1.62 -1.56 -0.49 0.09
H 0.65 2.06 0.52 0.18
H 0.08 -0.90 1.57 0.05
H 1.77 -0.37 1.41 0.14
```

***

No. 4
Formula: C18H13ClN2O2
Source: the Open Molecules 2025 dataset
Level of theory: wB97M-V/def2-TZVPD

Results
LUMO, eV: -0.7977
Charge: 0
SMILES: O=C1NC(=O)C(N2CCc3ccccc32)=C1c1ccccc1Cl
Orbital gap, eV: 7.2
Molar mass, g mol⁻¹: 324.8

Structure (XYZ):
```
36
Properties=species:S:1:pos:R:3:lowdin_charge:R:1
Cl 1.59 1.58 0.84 0.77
O -1.70 -1.07 3.86 0.11
O 1.29 -3.63 1.99 0.12
N 0.02 -2.35 3.31 0.20
N 1.04 -1.48 -0.09 0.01
C 0.67 -2.60 2.14 -0.40
C -2.94 2.01 0.77 -0.05
C 2.49 -1.54 -0.14 -0.12
C 0.41 -1.50 1.19 -0.04
C -0.80 -1.30 3.07 -0.42
C -2.40 0.83 1.36 0.02
C 2.85 -0.69 -1.38 -0.10
C -0.47 -0.63 1.82 -0.04
C -0.07 1.01 -3.22 -0.07
C -2.12 2.91 0.09 -0.08
C -0.82 -0.51 -1.46 -0.02
C -0.18 1.63 0.78 -0.53
C 1.27 0.62 -2.97 -0.03
C 0.53 -0.77 -1.17 -0.23
C 1.52 -0.25 -1.92 -0.22
C -0.77 2.67 0.09 -0.13
C -0.99 0.63 1.34 -0.19
C -1.12 0.43 -2.43 -0.08
H 3.43 0.19 -1.10 0.11
H 3.37 -1.28 -2.08 0.10
H -0.25 1.72 -4.03 0.10
H 2.81 -2.58 -0.24 0.12
H -4.02 2.14 0.78 0.10
H 2.09 1.05 -3.53 0.11
H -3.02 0.07 1.81 0.12
H -2.19 0.67 -2.58 0.11
H -1.55 -0.98 -0.81 0.12
H -0.09 3.42 -0.29 0.11
H 2.93 -1.06 0.77 0.12
H -2.53 3.77 -0.42 0.11
H -0.29 -3.11 3.84 0.15
```

***

No. 5
Formula: C4H8O2
Source: the Open Molecules 2025 dataset
Level of theory: wB97M-V/def2-TZVPD

Results
LUMO, eV: 0.9929
Charge: 0
SMILES: O[C@H]1CCOC1
Orbital gap, eV: 11.1
Molar mass, g mol⁻¹: 88.1

Structure (XYZ):
```
14
Properties=species:S:1:pos:R:3:lowdin_charge:R:1
O 0.50 -0.32 1.37 -0.18
O 0.60 -1.30 -1.00 -0.04
C -1.07 -0.30 0.85 -0.05
C 1.27 0.46 0.42 -0.16
C 0.49 0.11 -0.85 -0.38
C -0.94 0.43 -0.47 -0.15
H -1.83 0.14 1.52 0.12
H -1.13 1.51 -0.36 0.12
H 2.32 0.15 0.26 0.13
H -1.50 0.02 -1.31 0.12
H 0.70 -1.59 -0.08 0.08
H 1.29 1.51 0.74 0.12
H 0.73 0.55 -1.83 0.15
H -1.32 -1.36 0.73 0.11
```

***

Quick rundown of largest force on an atom, same order as above: 3.9, 1.8, 6.2, 3.5, 2.1 eV/A
Quick rundown of total energy, same order as above: -677193.54235, -47691.82046, -6783.20705, -38474.84726, -8371.12923 eV
Quick rundown of ΔE to the lowest compared entry with this formula, charge and spin, same order as above: 4.479, 0.000, 5.306, 0.000, 2.153 eV